(1)
Molecular formula: C35H53BO8
Method: DFT, ωB97M-V with the def2-TZVPD basis set

Computed properties:
Strongest force on any atom in eV/Å: 3.55
Kohn-Sham gap in eV: 8.82
E_LUMO in eV: 0.18
E in eV: -54206.512

```
97
Properties=species:S:1:pos:R:3:forces:R:3:lowdin_charge:R:1
C -4.6168 1.5851 -3.4766 -0.308 0.395 1.017 -0.11
C -3.8328 1.2292 -2.1396 -0.928 -0.226 -0.303 -0.13
B -2.8726 -0.0512 -2.2454 0.670 -0.012 -1.467 -0.36
O -2.9959 -0.8405 -3.4432 -0.295 0.096 1.746 0.08
C -1.7531 -0.4816 -1.1222 -1.581 1.775 0.106 -0.18
C -2.4927 -1.7030 -0.5049 -1.150 -0.898 -0.563 -0.13
O -2.0754 -2.1724 0.7830 -0.151 -0.478 -0.250 -0.09
C -2.8163 -3.2567 1.2328 -1.481 -1.374 1.649 -0.24
C -3.5555 -3.0448 2.4908 -0.109 -1.380 -0.665 0.00
C -4.3516 -4.0859 3.1076 1.297 -0.233 -1.967 -0.08
C -4.4139 -5.4067 2.4777 1.006 2.240 -0.502 -0.09
C -3.6946 -5.6041 1.2333 0.090 0.929 0.703 -0.08
C -2.8802 -4.5586 0.5909 -1.098 0.373 1.769 0.00
C -1.7626 0.6772 -0.0622 0.254 -0.599 1.553 -0.20
C -2.9210 0.7886 1.0011 0.510 -1.355 0.341 -0.08
O -2.8300 2.0925 1.6208 -1.023 0.437 -1.250 -0.02
C -3.8013 2.9667 1.1393 0.275 1.078 -0.151 -0.49
C -3.2644 4.2869 0.4754 -0.235 -0.639 0.316 0.01
O -4.9806 2.7680 1.2439 0.632 -0.335 -0.106 0.11
O -0.6316 0.2978 0.7463 -0.152 -0.696 -1.681 -0.08
C 0.3967 -0.2639 -0.1106 1.055 0.209 2.962 -0.28
O 1.4305 0.7419 0.0153 -0.274 -0.267 -1.351 -0.09
C 1.4900 1.4491 1.2404 2.206 1.633 0.735 -0.16
C 2.9613 2.0888 1.2822 -0.939 -0.222 0.171 -0.31
C 4.0446 1.0755 1.8045 -0.060 0.981 -0.697 -0.06
C 2.8403 3.4057 2.1406 0.523 0.204 -0.534 -0.18
C 4.1934 3.9669 2.7114 -0.843 1.610 0.171 -0.41
C 3.7935 5.1568 3.7000 0.279 -1.007 0.212 -0.11
C 5.0947 4.6274 1.5955 -0.140 -0.128 0.329 -0.09
C 1.0116 -1.4522 0.7147 1.128 -3.011 1.495 -0.06
C 2.1143 -2.3034 0.2363 -0.517 -0.189 1.528 -0.02
C 2.6934 -3.3836 1.0381 -1.243 0.645 0.984 -0.07
C 2.2162 -3.6929 2.3808 -1.081 2.292 -1.672 -0.08
C 1.1530 -2.8318 2.8961 1.059 -0.332 -1.381 -0.08
C 0.5889 -1.7701 2.0931 0.470 -0.206 -0.583 -0.03
C -0.2002 -0.5352 -1.5839 -1.978 0.288 1.096 -0.17
C -0.0032 0.6796 -2.5798 0.344 -0.518 -0.720 -0.09
C 1.4465 1.1989 -2.8986 0.162 0.923 -0.109 -0.15
C 2.6946 0.3197 -2.6368 1.021 -0.094 -0.216 -0.25
O 3.8255 1.2034 -2.3707 -0.281 -0.521 0.380 -0.09
C -0.1016 -1.9597 -2.2416 0.630 -0.941 -0.615 -0.09
C 0.8020 -2.1634 -3.5183 0.893 -1.099 -0.012 -0.14
C 2.1436 -2.9906 -3.2549 -0.519 0.018 -2.239 -0.26
O 1.9116 -4.2079 -2.5393 0.141 0.462 0.419 -0.09
H -5.5189 2.1832 -3.1624 0.900 -0.386 -0.523 0.08
H -3.9701 2.2268 -4.1229 -0.643 -0.745 0.238 0.08
H -5.0160 0.6834 -4.0041 0.672 0.791 0.317 0.07
H -3.3485 2.1586 -1.7459 -0.296 -0.810 -0.185 0.10
H -4.6351 0.9588 -1.3825 0.854 0.286 -0.538 0.12
H -3.7006 -1.4994 -3.3151 0.287 0.226 -0.427 0.12
H -3.5865 -1.3946 -0.3913 0.966 -0.167 -0.086 0.15
H -2.5633 -2.6133 -1.1732 0.407 1.169 0.296 0.13
H -3.5014 -2.0566 3.0052 0.057 -0.864 -0.687 0.11
H -4.8923 -3.8341 4.0460 0.467 -0.435 -0.831 0.10
H -5.0149 -6.1859 2.9938 0.624 0.469 -0.798 0.09
H -3.7587 -6.6216 0.7753 0.202 1.111 0.296 0.10
H -2.3207 -4.7602 -0.3544 -0.583 0.139 1.000 0.11
H -1.5984 1.7284 -0.4192 -0.101 -0.984 -0.276 0.15
H -3.9392 0.5433 0.6125 0.749 0.621 0.314 0.12
H -2.6873 0.0440 1.8122 -0.243 0.730 -0.899 0.14
H -4.0194 4.5721 -0.3020 0.719 -0.188 0.752 0.09
H -3.2383 5.0862 1.2647 0.129 -0.728 -0.796 0.09
H -2.2577 4.1348 0.0104 -0.845 0.223 0.560 0.08
H 1.4329 0.8419 2.1793 -0.470 0.146 -0.931 0.14
H 0.8155 2.3529 1.3035 0.119 -1.307 -0.265 0.13
H 3.1888 2.3590 0.2183 -0.029 -0.136 0.861 0.13
H 3.9477 0.9408 2.9109 0.092 -0.199 -0.948 0.09
H 5.0518 1.5315 1.5755 -0.855 -0.625 0.426 0.07
H 3.9651 0.1189 1.2281 -0.010 0.607 0.746 0.08
H 2.4297 4.2063 1.4531 0.298 -0.737 0.715 0.12
H 2.0760 3.3109 2.9683 0.880 -0.209 -0.680 0.12
H 4.7328 3.1929 3.3169 -0.326 0.644 -0.698 0.12
H 3.2329 4.7106 4.5671 0.379 0.571 -0.746 0.07
H 4.7275 5.6220 4.1168 -0.949 -0.161 -0.453 0.07
H 3.1346 5.9134 3.1875 0.792 -0.692 0.490 0.08
H 4.5002 5.4054 1.0354 0.446 -0.877 0.491 0.09
H 5.9383 5.1895 2.0842 -0.629 -0.714 -0.521 0.08
H 5.4975 3.8828 0.8636 -0.272 0.648 0.569 0.07
H 2.5750 -2.1533 -0.7602 -0.557 -0.077 0.766 0.08
H 3.5182 -4.0183 0.6341 -0.845 0.791 0.134 0.10
H 2.6478 -4.5281 2.9694 -0.395 0.764 -0.486 0.09
H 0.7845 -3.0225 3.9352 0.220 0.378 -1.135 0.10
H -0.2226 -1.1644 2.5693 0.832 -0.632 -0.702 0.11
H -0.4042 0.3047 -3.5690 -0.031 0.481 1.139 0.13
H -0.5759 1.5983 -2.2645 0.341 -1.176 -0.248 0.13
H 1.6059 2.1673 -2.3429 -0.013 -1.164 -0.347 0.12
H 1.4700 1.5074 -3.9865 -0.057 -0.372 1.048 0.12
H 2.6463 -0.3870 -1.7756 -0.556 0.599 -0.734 0.09
H 2.9983 -0.2674 -3.5528 -0.542 0.517 0.856 0.11
H 4.2364 0.9080 -1.5388 -0.314 0.256 -0.526 0.08
H -1.1036 -2.3157 -2.6140 0.821 0.939 0.643 0.11
H 0.1884 -2.7365 -1.4750 -0.175 0.884 -0.713 0.12
H 0.2721 -2.8149 -4.2774 0.176 0.753 0.952 0.12
H 1.0654 -1.2433 -4.0940 -0.245 -0.541 0.674 0.10
H 2.9717 -2.3682 -2.8426 -0.745 -0.797 0.235 0.09
H 2.4845 -3.3000 -4.2907 -0.063 0.602 0.960 0.12
H 1.7395 -4.9445 -3.1429 0.100 0.550 0.059 0.09
```
Positions in Å, forces in eV/Å.


(2)
Molecular formula: H31O16
Method: DFT, ωB97M-V with the def2-TZVPD basis set

Computed properties:
Strongest force on any atom in eV/Å: 6.37
Total charge: -1
Kohn-Sham gap in eV: 8.84
E_LUMO in eV: 1.95
E in eV: -33260.806

```
47
Properties=species:S:1:pos:R:3:forces:R:3:lowdin_charge:R:1
O -4.7516 -0.5796 -2.7748 -0.488 -1.627 1.150 -0.25
H -3.2900 3.5666 -1.8860 -2.896 1.181 -1.227 0.10
H -0.8950 0.5681 1.2324 -0.698 0.674 1.153 0.04
O 2.7421 -0.0935 4.1182 -1.737 0.994 1.837 -0.04
H -5.2637 -0.3826 -1.8234 2.251 -2.155 -3.883 0.13
H -4.4652 -1.5757 -3.1438 -1.732 3.849 2.740 0.13
O 2.6989 -3.4399 -4.0960 -0.298 -0.299 1.940 -0.11
H 1.9854 -0.5456 3.7228 0.852 -0.249 -0.571 0.01
H -2.0824 -0.2265 1.1608 1.398 2.093 3.403 0.18
O -1.5688 0.3818 1.9550 -1.765 -1.506 -5.934 -0.14
H -0.2014 1.0885 4.1168 -1.052 -0.179 -0.768 -0.01
H 3.5968 -0.2119 3.7623 0.694 -0.724 -1.234 0.01
O -4.2123 3.6728 -2.3981 3.927 -2.963 1.027 -0.15
H -0.6487 -0.7960 2.3175 -0.446 -1.092 2.136 -0.06
H 1.4283 -4.6757 -0.4603 1.002 -0.556 0.758 0.03
O -0.3944 -1.0849 -0.5240 0.119 1.346 1.017 -0.35
H -0.3608 0.2732 -1.2934 0.601 -1.275 1.138 -0.07
H 0.7949 0.5745 1.7477 1.693 -3.233 -2.333 0.13
O 0.2179 4.8770 2.9926 -1.518 1.616 -3.886 0.02
H 1.0853 5.1585 3.0810 2.430 0.583 0.478 0.00
H -0.0447 4.4189 3.7180 -0.915 -2.316 3.386 -0.04
O -0.4020 3.4464 -4.2638 -1.630 1.357 1.553 -0.02
H -0.7613 2.6428 -3.9089 -0.223 -0.533 0.625 0.01
H 2.3433 -3.6827 -3.1844 0.542 0.487 -1.853 0.04
O -2.7092 -4.2335 1.7803 0.091 1.862 -0.547 -0.08
H -2.4630 -3.3647 1.3711 0.247 -1.287 -0.195 0.04
O -0.3199 -1.4305 3.0364 2.635 -0.107 -2.119 -0.17
H -4.1004 2.7402 -2.7775 -1.022 1.729 0.213 0.04
H 0.5602 -1.5638 2.5158 -1.825 -0.297 1.619 0.05
O -0.3453 1.0657 -1.8553 2.227 2.014 0.724 -0.07
H 3.1390 -2.6050 -3.8647 -0.328 -0.234 -0.185 0.01
H -1.0785 0.8346 -2.3376 -2.876 -0.424 -2.233 -0.04
O 2.2395 -5.0835 -0.0535 1.992 2.862 -2.982 -0.16
H 0.7455 1.4638 5.0995 -1.718 1.680 -0.571 0.08
H 2.8878 3.4295 -1.8044 1.398 -1.847 1.974 0.09
O 2.2984 -1.5159 -1.9024 1.884 2.471 -0.718 -0.14
H 0.5073 -0.6708 0.6609 -1.593 -0.874 -1.721 -0.10
H -0.6113 -1.8091 -1.0551 -0.648 -1.747 -1.029 -0.06
O 3.3735 2.7915 -1.1441 -1.426 1.828 -2.110 -0.11
H 3.0076 -4.5161 -0.5899 -2.992 -2.223 2.261 0.12
H 1.4082 -1.2252 -1.5625 0.891 0.347 -0.059 0.01
O -0.0890 1.8743 4.6576 2.759 -1.567 1.295 -0.09
H -3.0453 -3.8263 2.5811 -0.222 -0.557 0.746 0.02
H 0.1797 3.1496 -4.9023 1.976 -0.796 -2.112 -0.01
O 1.1840 -0.2561 1.1774 1.423 4.516 3.851 -0.14
H 2.9329 -0.6824 -2.1123 -2.894 -2.794 1.079 0.12
H 2.7475 2.0594 -1.0869 -0.087 -0.029 0.167 0.01
```
Positions in Å, forces in eV/Å.


(3)
Molecular formula: C9H10F3FeN
Method: DFT, ωB97M-V with the def2-TZVPD basis set

Computed properties:
2S+1: 5
Strongest force on any atom in eV/Å: 8.69
Total charge: -2
Kohn-Sham gap (spin up / spin down) in eV: 4.22 / 4.41
E_LUMO (spin up / spin down) in eV: 6.40 / 6.35
E in eV: -53516.905

```
24
Properties=species:S:1:pos:R:3:forces:R:3:lowdin_spin:R:1
C 0.7100 1.2391 -1.4273 1.488 0.149 -0.727 0.03
C 0.9411 -0.1646 -1.5661 0.881 0.573 -0.176 0.03
C 1.9007 -0.5487 -0.5793 0.388 0.335 -0.627 0.04
C 2.2520 0.6098 0.1796 0.566 0.434 -1.017 0.03
C 1.5309 1.7225 -0.3522 0.926 -0.420 -1.186 0.05
Fe -0.0246 0.3424 0.4358 2.551 -5.783 -0.648 3.20
C -1.3414 -1.5932 0.0593 -0.892 -1.023 -0.242 -0.04
C -2.0346 -0.6302 -0.5767 0.325 -0.165 -0.185 -0.02
C -2.8995 0.0400 -1.3210 0.452 0.474 0.108 -0.01
N -1.1308 1.4448 0.7640 -5.857 5.907 2.500 0.52
H 2.3188 -1.5485 -0.4590 -0.322 0.283 0.190 0.00
H 0.5131 -0.8137 -2.3308 -0.056 0.187 0.336 0.00
H 3.0260 0.6644 0.9441 -0.484 -0.098 -0.055 0.00
H 1.6672 2.7648 -0.0671 -0.350 -0.384 0.136 0.00
H 0.1236 1.8537 -2.1073 -0.167 -0.226 0.453 0.00
H -0.6469 -2.2476 -0.4956 -0.257 0.619 0.360 0.00
H -1.8826 2.1290 0.9272 0.221 -0.297 -0.131 0.11
H -1.6623 -1.9613 1.0442 0.220 0.354 -0.519 -0.01
H -3.7126 -0.4184 -1.8950 0.148 -0.239 0.336 -0.01
H -2.8112 1.1320 -1.4045 0.098 -0.473 0.061 0.00
F 1.9299 -1.2725 2.2136 1.655 -0.510 0.568 0.00
C 0.6407 -0.8420 2.1993 -0.749 1.741 -2.414 0.03
F -0.0039 -1.9868 2.5875 -0.749 -0.710 1.517 0.01
F 0.5965 0.0849 3.2274 -0.036 -0.727 1.364 0.00
```
Positions in Å, forces in eV/Å.